1.
{
  "formula": "C3H10O3",
  "method": "the ωB97M-V functional and the def2-TZVPD basis",
  "total_energy_ha": -345.968853,
  "homo_lumo_gap_ev": 10.762,
  "e_above_lowest_kj_mol": 119.7,
  "smiles": "CCC=O.O.O",
  "symbols": ["O", "C", "C", "C", "H", "H", "H", "H", "H", "H", "H", "H", "O", "H", "H", "O"],
  "xyz": [[1.4716, 0.7659, 0.0648], [0.5264, 1.4352, -0.3295], [-0.8442, 1.1091, -1.0357], [-1.7089, 0.2615, -0.0690], [0.5788, 2.5186, -0.1206], [-1.4186, 2.1393, -1.2493], [-0.7054, 0.6442, -2.0899], [-1.8887, 0.9993, 0.8652], [-2.6928, -0.0371, -0.4687], [-1.1399, -0.6142, 0.3049], [1.1386, -1.2999, -1.2697], [0.6207, -2.4049, -0.5395], [0.3148, -1.7943, -1.2606], [0.1048, -0.2111, 2.6377], [0.5369, -1.0503, 1.4345], [0.3418, -1.1615, 2.3333]]
}

---

2.
{
  "formula": "C3H10O3",
  "method": "the ωB97M-V functional and the def2-TZVPD basis",
  "total_energy_ha": -345.595311,
  "homo_lumo_gap_ev": [7.212, 4.320],
  "charge": 1,
  "e_above_lowest_kj_mol": 246.4,
  "multiplicity": 2,
  "symbols": ["C", "O", "C", "C", "H", "H", "H", "H", "H", "H", "H", "H", "O", "H", "H", "O"],
  "xyz": [[-1.9236, 0.1186, -0.8869], [-2.1291, 0.2633, -2.2569], [-2.0803, -1.3065, -0.5036], [-1.7086, -1.9614, 0.6487], [-2.6971, 0.6079, -0.2713], [-1.0174, 0.6271, -0.5433], [-1.3768, -0.1242, -2.7159], [-2.9893, -1.6946, -0.9935], [-1.7214, -3.0583, 0.5890], [-1.4346, -1.4873, 1.5811], [3.1679, -1.1263, -1.8242], [3.5882, -0.9727, -0.3987], [3.7959, -1.4933, -1.1842], [3.1774, 4.2145, 3.7441], [2.0978, 3.3616, 2.9912], [2.4705, 3.5782, 3.8517]]
}

---

3.
{
  "formula": "C3H10O3S",
  "method": "the ωB97M-V functional and the def2-TZVPD basis",
  "total_energy_ha": -744.115208,
  "homo_lumo_gap_ev": 5.625,
  "charge": -2,
  "e_above_lowest_kj_mol": 185.4,
  "symbols": ["C", "O", "C", "C", "S", "H", "H", "H", "H", "H", "H", "H", "H", "O", "H", "H", "O"],
  "xyz": [[0.5782, -0.2885, -0.3801], [0.4864, -1.6476, -0.3706], [-0.6517, 0.5351, 0.1513], [-0.4070, 0.8647, 1.7049], [-1.0547, 2.5854, 2.0225], [1.4993, -0.0690, 0.2118], [0.8522, -0.0280, -1.4419], [-1.5357, -0.1050, 0.1201], [-0.7042, 1.4744, -0.3844], [0.5825, 0.6269, 2.0587], [-1.2472, 0.4434, 2.2715], [-2.2881, 1.1447, -1.7183], [-0.9281, 1.0235, -2.5452], [-1.7342, 1.5544, -2.3859], [1.3020, -2.4028, 0.1160], [2.9913, -2.5504, 0.2037], [2.2590, -3.1611, 0.3661]]
}

---

4.
{
  "formula": "C3H10O3S",
  "method": "the ωB97M-V functional and the def2-TZVPD basis",
  "total_energy_ha": -744.121218,
  "homo_lumo_gap_ev": 9.854,
  "e_above_lowest_kj_mol": 212.0,
  "smiles": "O=CCCS.O.O",
  "symbols": ["O", "C", "C", "C", "S", "H", "H", "H", "H", "H", "H", "H", "H", "O", "H", "H", "O"],
  "xyz": [[-0.0130, -0.0093, 2.0465], [0.6831, 0.4474, 1.1882], [0.2409, 0.4420, -0.2984], [-1.3661, 0.3796, -0.2779], [-1.9697, 0.5829, -2.1368], [1.6234, 0.9975, 1.4640], [0.5281, -0.4186, -0.9337], [0.6625, 1.4161, -0.7481], [-1.5375, -0.5650, 0.1805], [-1.9386, 1.1889, 0.2763], [-1.9462, -0.6879, -2.5069], [-0.6232, -2.2207, 1.2583], [0.2724, -3.3825, 1.4589], [-0.1846, -2.9776, 0.8035], [4.0733, 0.8766, 1.5770], [3.1823, 1.1128, 0.3564], [3.9315, 1.0796, 0.6669]]
}

---

5.
{
  "formula": "C3H10O3S",
  "method": "the ωB97M-V functional and the def2-TZVPD basis",
  "total_energy_ha": -744.180977,
  "homo_lumo_gap_ev": 9.857,
  "e_above_lowest_kj_mol": 55.1,
  "smiles": "O=CCCS.O.O",
  "symbols": ["O", "C", "C", "C", "S", "H", "H", "H", "H", "H", "H", "H", "H", "O", "H", "H", "O"],
  "xyz": [[2.4142, -0.3251, 1.1679], [2.0523, 0.5854, 0.4713], [0.7898, 0.5889, -0.3446], [0.3009, -0.7930, -0.7976], [-1.4610, -1.0462, -0.3466], [2.6873, 1.4915, 0.3731], [0.9336, 1.2282, -1.2197], [0.0177, 1.1608, 0.1964], [0.3582, -0.8705, -1.8758], [0.8717, -1.5676, -0.3176], [-1.6585, -2.0334, -1.2296], [-0.3613, 0.5817, 2.9442], [0.6504, -0.4604, 2.8302], [0.0220, -0.1204, 3.4860], [-2.5145, 1.7704, -3.5811], [-1.9338, 1.8351, -2.1342], [-1.7097, 1.8488, -3.0685]]
}

---

6.
{
  "formula": "C3H10O3S2",
  "method": "the ωB97M-V functional and the def2-TZVPD basis",
  "total_energy_ha": -1142.385666,
  "homo_lumo_gap_ev": 9.934,
  "e_above_lowest_kj_mol": 26.7,
  "smiles": "O=CCCSS.O.O",
  "symbols": ["C", "C", "O", "C", "S", "S", "H", "H", "H", "H", "H", "H", "H", "H", "O", "H", "H", "O"],
  "xyz": [[-1.0366, 1.0749, 0.5811], [-2.2223, 1.3381, -0.2957], [-2.9007, 2.3244, -0.2317], [0.2778, 1.2819, -0.1326], [1.6894, 0.8870, 0.9460], [3.2733, 1.2544, -0.3385], [-1.0241, 1.6762, 1.4961], [-1.1500, 0.0934, 1.0485], [-2.4324, 0.5991, -1.0798], [0.3885, 0.7284, -1.0662], [0.4285, 2.3179, -0.4268], [3.4452, 0.0018, -0.7887], [1.5665, -1.3309, 0.4565], [2.1229, -2.3543, -0.4329], [1.3920, -2.2402, 0.1785], [-1.7847, -3.1338, 0.1302], [-0.5358, -2.2739, 0.0386], [-1.4977, -2.2442, -0.0825]]
}

---

7.
{
  "formula": "C3H10O4",
  "method": "the ωB97M-V functional and the def2-TZVPD basis",
  "total_energy_ha": -421.203085,
  "homo_lumo_gap_ev": 10.701,
  "e_above_lowest_kj_mol": 215.2,
  "smiles": "O=CCCO.O.O",
  "symbols": ["O", "C", "C", "C", "O", "H", "H", "H", "H", "H", "H", "H", "H", "O", "H", "H", "O"],
  "xyz": [[-0.4154, -3.1888, 0.9401], [-0.7211, -2.4014, 0.0725], [-0.5275, -0.9543, 0.2362], [0.3954, -0.5582, 1.3082], [0.8500, 0.7509, 0.9177], [-1.1385, -2.7738, -0.8917], [-0.1907, -0.4659, -0.8044], [-1.3905, -0.3002, 0.2546], [-0.0728, -0.4179, 2.2596], [1.3048, -1.1932, 1.3715], [1.7117, 0.9351, 1.2371], [-1.0580, 2.8922, 2.0323], [-0.3176, 1.9430, 0.9871], [-1.2142, 2.3498, 1.2560], [0.1548, 0.7680, -3.5764], [1.7343, 1.2837, -4.0566], [0.8952, 1.3309, -3.5438]]
}

---

8.
{
  "formula": "C3H10OS",
  "method": "the ωB97M-V functional and the def2-TZVPD basis",
  "total_energy_ha": -593.676339,
  "homo_lumo_gap_ev": 9.758,
  "e_above_lowest_kj_mol": 107.1,
  "smiles": "CCS.CO",
  "symbols": ["C", "O", "H", "H", "H", "H", "C", "C", "S", "H", "H", "H", "H", "H", "H"],
  "xyz": [[0.1101, -4.1275, -0.8768], [0.3279, -3.0837, 0.0825], [-0.8573, -4.6699, -0.7322], [0.1663, -3.6934, -1.8757], [0.8897, -4.8553, -0.7943], [-0.3976, -3.2502, 0.6890], [-0.2604, 3.3677, 1.0542], [0.2948, 2.5617, -0.1549], [-0.7875, 1.0878, -0.3239], [-0.2595, 2.8594, 2.0296], [-1.3252, 3.5378, 0.7529], [0.1564, 4.3769, 1.0621], [0.3728, 3.3055, -1.0021], [1.3224, 2.2493, 0.1119], [0.2470, 0.3339, -0.0222]]
}

---

9.
{
  "formula": "C3H10OS",
  "method": "the ωB97M-V functional and the def2-TZVPD basis",
  "total_energy_ha": -593.651462,
  "homo_lumo_gap_ev": 9.901,
  "e_above_lowest_kj_mol": 172.4,
  "smiles": "CCCS.O",
  "symbols": ["C", "C", "C", "S", "H", "H", "H", "H", "H", "H", "H", "H", "H", "H", "O"],
  "xyz": [[-0.7450, -1.3444, 1.4802], [-0.1215, -0.6618, 0.2819], [0.5741, 0.7197, 0.4623], [-0.8696, 2.0704, 0.3420], [-1.4067, -2.2851, 1.2648], [-1.5038, -0.6657, 2.0509], [-0.0311, -1.5903, 2.3081], [0.5953, -1.3667, -0.0970], [-0.7028, -0.6591, -0.5910], [1.1230, 0.8119, -0.2829], [1.0759, 0.8580, 1.4389], [0.1394, 2.6878, -0.2850], [1.0204, 1.0640, -3.2482], [0.0165, 0.0714, -2.3573], [0.8359, 0.2899, -2.7677]]
}

---

10.
{
  "formula": "C3H10OS",
  "method": "the ωB97M-V functional and the def2-TZVPD basis",
  "total_energy_ha": -593.701661,
  "homo_lumo_gap_ev": 9.259,
  "e_above_lowest_kj_mol": 40.6,
  "smiles": "CCSC.O",
  "symbols": ["C", "C", "S", "C", "H", "H", "H", "H", "H", "H", "H", "H", "H", "H", "O"],
  "xyz": [[-1.4916, 0.4001, 1.7218], [-0.3471, 0.1947, 0.6843], [-0.8347, -0.7582, -0.7992], [-1.8903, -2.0241, -0.1327], [-1.6260, -0.5283, 2.2572], [-2.4106, 0.6419, 1.1912], [-1.2127, 1.2891, 2.2771], [0.5025, -0.3151, 1.1307], [-0.0355, 1.1873, 0.3709], [-2.9459, -1.7477, -0.0676], [-1.7849, -2.9612, -0.6742], [-1.6851, -2.3082, 0.9070], [5.9076, 2.1663, -3.3287], [4.8178, 2.7735, -2.5375], [5.0365, 1.9901, -3.0004]]
}

---

11.
{
  "formula": "C3H10OS",
  "method": "the ωB97M-V functional and the def2-TZVPD basis",
  "total_energy_ha": -593.707321,
  "homo_lumo_gap_ev": 9.012,
  "e_above_lowest_kj_mol": 25.7,
  "smiles": "CCSC.O",
  "symbols": ["S", "C", "C", "C", "H", "H", "H", "H", "H", "H", "H", "H", "O", "H", "H"],
  "xyz": [[-0.7126, -1.1710, -0.9300], [0.8598, -0.6466, -1.5204], [-0.1362, -0.0661, 1.5794], [-0.4103, -1.3794, 0.8390], [1.7246, -1.1730, -1.0827], [0.8894, 0.4077, -1.1976], [0.9466, -0.6806, -2.6195], [-0.7603, 0.7760, 1.2359], [0.9238, 0.1932, 1.4188], [-0.3033, -0.2099, 2.6602], [0.5026, -1.9946, 0.9551], [-1.2502, -1.9329, 1.3013], [-0.5156, 2.5606, -1.1928], [-0.2722, 2.9108, -0.3060], [-1.4860, 2.4058, -1.1406]]
}

---

12.
{
  "formula": "C3H10OS",
  "method": "the ωB97M-V functional and the def2-TZVPD basis",
  "total_energy_ha": -593.706343,
  "homo_lumo_gap_ev": 10.025,
  "e_above_lowest_kj_mol": 28.3,
  "smiles": "CCCS.O",
  "symbols": ["S", "C", "C", "C", "H", "H", "H", "H", "H", "H", "H", "H", "O", "H", "H"],
  "xyz": [[1.1811, -0.1041, 1.1675], [-2.5778, -0.0414, -0.4919], [-0.1046, 0.0907, -0.0894], [-1.4761, -0.1420, 0.5425], [0.6237, 0.2741, 2.3374], [-2.7104, 1.0140, -0.7836], [-3.5536, -0.4430, -0.1710], [-2.2361, -0.6098, -1.3733], [0.0099, -0.5425, -0.9902], [-0.0256, 1.1477, -0.4088], [-1.5826, 0.5647, 1.3879], [-1.5098, -1.1685, 0.9555], [5.0355, -0.0638, -0.8074], [4.6033, 0.7655, -0.5012], [4.3230, -0.7417, -0.7739]]
}